Record 1
{
  "formula": "C3H6N4O",
  "method": "ωB97M-V/def2-TZVPD",
  "smiles": "NCc1nn[nH]c1O",
  "homo_lumo_gap_ev": 9.4331,
  "species": ["C", "C", "C", "H", "H", "H", "H", "H", "H", "N", "N", "N", "N", "O"],
  "positions_angstrom": [[1.39, -1.08, 0.18], [-0.01, -0.60, 0.13], [-0.34, 0.69, 0.23], [3.23, -0.14, 0.50], [2.76, 0.28, -1.14], [1.54, -1.92, -0.50], [1.66, -1.34, 1.15], [-2.48, 1.27, 0.35], [1.38, 1.59, -0.29], [2.43, -0.03, -0.13], [-1.12, -1.34, -0.19], [-2.21, -0.50, -0.12], [-1.65, 0.69, 0.02], [0.44, 1.81, -0.04]]
}

---

Record 2
{
  "formula": "C53H62IN2O10RbS",
  "method": "ωB97M-V/def2-TZVPD",
  "total_charge": -2,
  "homo_lumo_gap_ev": 5.8301,
  "species": ["Rb", "C", "C", "C", "O", "C", "C", "O", "C", "O", "C", "C", "C", "C", "C", "C", "C", "C", "C", "C", "C", "C", "C", "O", "C", "C", "C", "C", "C", "C", "C", "C", "C", "C", "C", "C", "H", "H", "H", "H", "H", "H", "H", "H", "H", "H", "H", "H", "H", "H", "H", "H", "H", "H", "H", "H", "H", "H", "H", "H", "H", "H", "H", "H", "C", "C", "C", "C", "C", "C", "C", "C", "S", "C", "N", "C", "C", "C", "C", "C", "C", "C", "C", "H", "H", "H", "H", "H", "H", "H", "H", "H", "H", "H", "H", "H", "H", "H", "H", "O", "H", "H", "O", "H", "H", "O", "H", "H", "O", "H", "H", "N", "C", "O", "C", "I", "H", "H", "H", "H", "C", "C", "C", "O", "H", "H", "H", "H", "H", "H"],
  "positions_angstrom": [[-0.70, 1.30, 1.22], [-2.51, -3.80, -4.41], [-1.42, -3.34, -3.47], [-0.15, -4.16, -3.58], [-1.92, -3.39, -2.14], [-1.69, -2.13, -1.48], [-0.85, -1.33, -2.50], [-1.16, -1.99, -3.73], [-1.10, 0.19, -2.67], [-0.51, 0.86, -1.63], [-0.43, 0.66, -3.98], [0.81, 0.15, -4.37], [1.49, 0.68, -5.46], [0.95, 1.73, -6.19], [-0.28, 2.26, -5.80], [-0.95, 1.72, -4.71], [-2.62, 0.44, -2.73], [-3.44, -0.09, -3.74], [-4.81, 0.10, -3.73], [-5.40, 0.84, -2.70], [-4.61, 1.39, -1.71], [-3.23, 1.19, -1.73], [-1.09, -2.43, -0.09], [-0.85, -1.21, 0.57], [-2.07, -3.25, 0.77], [-3.35, -3.61, 0.38], [-4.22, -4.23, 1.27], [-3.81, -4.52, 2.57], [-2.52, -4.18, 2.96], [-1.66, -3.55, 2.07], [0.24, -3.17, -0.24], [1.42, -2.45, -0.41], [2.62, -3.11, -0.64], [2.66, -4.50, -0.68], [1.49, -5.22, -0.49], [0.29, -4.56, -0.27], [-2.74, -4.85, -4.24], [-2.20, -3.67, -5.45], [-3.41, -3.20, -4.23], [-0.32, -5.19, -3.26], [0.63, -3.73, -2.96], [0.19, -4.17, -4.62], [-2.65, -1.62, -1.31], [0.22, -1.42, -2.28], [1.25, -0.66, -3.82], [2.45, 0.26, -5.74], [1.49, 2.15, -7.03], [-0.70, 3.10, -6.34], [-1.90, 2.16, -4.41], [-2.98, -0.66, -4.54], [-5.42, -0.32, -4.52], [-6.48, 0.99, -2.69], [-5.04, 1.98, -0.92], [-2.61, 1.64, -0.98], [-3.70, -3.39, -0.62], [-5.22, -4.48, 0.95], [-4.49, -5.00, 3.26], [-2.18, -4.37, 3.98], [-0.67, -3.25, 2.39], [1.38, -1.36, -0.36], [3.52, -2.53, -0.78], [3.60, -5.01, -0.86], [1.51, -6.30, -0.52], [-0.62, -5.12, -0.15], [6.21, 0.18, 0.49], [5.29, 1.13, -0.29], [4.18, 0.29, -0.92], [6.09, 1.81, -1.40], [4.72, 2.18, 0.67], [5.58, 3.06, 1.36], [5.12, 3.98, 2.27], [3.74, 4.05, 2.52], [2.81, 5.01, 3.62], [1.33, 4.20, 3.07], [1.54, 3.32, 2.15], [2.88, 3.20, 1.83], [3.36, 2.27, 0.91], [0.00, 4.51, 3.66], [-0.04, 5.30, 4.81], [-1.26, 5.58, 5.41], [-2.41, 5.04, 4.85], [-2.33, 4.26, 3.70], [-1.13, 3.95, 3.03], [6.62, -0.58, -0.18], [5.66, -0.32, 1.29], [7.05, 0.72, 0.94], [4.62, -0.46, -1.58], [3.49, 0.89, -1.53], [3.58, -0.23, -0.16], [6.49, 1.07, -2.09], [6.92, 2.39, -1.00], [5.45, 2.50, -1.97], [6.65, 3.00, 1.17], [5.81, 4.63, 2.79], [2.65, 1.62, 0.44], [0.87, 5.70, 5.26], [-1.30, 6.19, 6.31], [-3.38, 5.23, 5.31], [-3.27, 3.86, 3.33], [-0.34, 5.00, -0.34], [-0.12, 4.57, 0.50], [-0.03, 4.34, -1.02], [-3.05, 4.42, 0.30], [-2.19, 4.67, -0.10], [-2.76, 4.21, 1.20], [0.60, 3.10, -2.08], [0.13, 2.20, -1.92], [1.53, 2.93, -1.95], [-0.36, 1.27, 4.98], [-1.00, 0.78, 4.44], [-0.35, 2.15, 4.56], [-3.29, -0.39, 1.38], [-3.15, -0.45, 2.68], [-2.05, -0.25, 3.27], [-4.24, -0.85, 3.67], [-6.25, -0.95, 2.93], [-1.76, -0.83, 0.78], [-4.24, -0.59, 1.08], [-4.25, -0.15, 4.49], [-4.03, -1.85, 4.02], [0.93, -1.43, 3.86], [2.05, -1.35, 2.87], [3.08, -2.46, 2.85], [2.14, -0.42, 2.10], [0.88, -2.41, 4.35], [-0.02, -1.20, 3.38], [1.09, -0.66, 4.62], [3.45, -2.63, 3.86], [3.89, -2.22, 2.17], [2.59, -3.38, 2.53]]
}

---

Record 3
{
  "formula": "C32H64O22",
  "method": "ωB97M-V/def2-TZVPD",
  "smiles": "CCOC(=O)OC.CCOC(=O)OC.CCOC(=O)OC.CCOC(=O)OC.CCOC(=O)OC.CCOC(=O)OC.CCOC(C)=O.CCOC(C)=O",
  "homo_lumo_gap_ev": 10.9277,
  "species": ["O", "C", "O", "C", "C", "C", "H", "H", "H", "H", "H", "H", "H", "H", "O", "C", "O", "C", "C", "C", "H", "H", "H", "H", "H", "H", "H", "H", "C", "C", "O", "C", "O", "O", "C", "H", "H", "H", "H", "H", "H", "H", "H", "C", "C", "O", "C", "O", "O", "C", "H", "H", "H", "H", "H", "H", "H", "H", "C", "C", "O", "C", "O", "O", "C", "H", "H", "H", "H", "H", "H", "H", "H", "C", "C", "O", "C", "O", "O", "C", "H", "H", "H", "H", "H", "H", "H", "H", "C", "C", "O", "C", "O", "O", "C", "H", "H", "H", "H", "H", "H", "H", "H", "C", "C", "O", "C", "O", "O", "C", "H", "H", "H", "H", "H", "H", "H", "H"],
  "positions_angstrom": [[0.82, 1.61, -0.22], [-0.05, 1.03, -0.83], [-0.45, -0.18, -0.45], [0.14, -0.67, 0.78], [-0.59, -0.05, 1.96], [-0.81, 1.53, -2.07], [1.22, -0.43, 0.77], [0.05, -1.74, 0.80], [-1.57, -0.49, 1.97], [-0.59, 1.06, 1.91], [-0.18, -0.37, 2.94], [-0.32, 2.40, -2.46], [-1.87, 1.71, -1.74], [-0.93, 0.73, -2.79], [-3.96, -1.15, 4.59], [-4.58, -1.86, 3.82], [-5.36, -1.37, 2.86], [-5.14, 0.03, 2.61], [-6.11, 0.44, 1.51], [-4.75, -3.36, 4.04], [-4.04, 0.24, 2.34], [-5.49, 0.60, 3.50], [-7.09, 0.11, 1.77], [-5.84, -0.15, 0.56], [-6.09, 1.51, 1.32], [-5.82, -3.62, 3.89], [-4.27, -3.51, 5.00], [-4.21, -3.84, 3.22], [-8.60, -4.11, 0.14], [-7.05, -4.29, 0.14], [-6.42, -3.04, -0.32], [-5.07, -3.13, -0.25], [-4.43, -4.11, 0.04], [-4.66, -1.91, -0.60], [-3.21, -1.73, -0.61], [-8.99, -4.71, 0.91], [-9.03, -4.39, -0.79], [-8.86, -3.08, 0.34], [-6.75, -5.11, -0.50], [-6.68, -4.50, 1.15], [-2.98, -0.95, -1.32], [-2.73, -2.63, -0.98], [-2.85, -1.50, 0.40], [-1.60, 1.70, 5.53], [-2.57, 2.74, 5.12], [-2.65, 2.72, 3.69], [-1.68, 3.45, 3.20], [-0.92, 4.13, 3.79], [-1.79, 3.50, 1.85], [-0.72, 4.20, 1.25], [-1.43, 1.42, 6.60], [-0.63, 2.05, 5.21], [-1.95, 0.77, 5.04], [-2.13, 3.68, 5.48], [-3.62, 2.60, 5.42], [0.28, 3.89, 1.60], [-0.85, 5.27, 1.41], [-0.81, 3.93, 0.20], [2.94, -2.53, -8.56], [3.33, -1.26, -7.77], [2.71, -1.42, -6.52], [3.03, -0.54, -5.62], [3.89, 0.29, -5.73], [2.19, -0.69, -4.54], [2.49, 0.27, -3.43], [3.55, -2.67, -9.43], [1.91, -2.73, -8.81], [3.19, -3.38, -7.95], [2.93, -0.31, -8.20], [4.41, -1.24, -7.80], [2.34, -0.28, -2.50], [1.70, 0.96, -3.42], [3.48, 0.63, -3.49], [3.56, 4.87, -5.42], [3.92, 3.87, -4.37], [4.03, 4.47, -3.02], [2.98, 4.38, -2.20], [1.89, 3.99, -2.48], [3.51, 4.65, -0.98], [2.48, 4.79, -0.01], [2.52, 5.15, -5.27], [3.59, 4.38, -6.39], [4.14, 5.77, -5.44], [4.94, 3.43, -4.57], [3.24, 2.98, -4.35], [1.99, 3.85, 0.07], [1.82, 5.62, -0.30], [3.00, 5.00, 0.91], [4.67, -0.43, 5.25], [3.32, 0.23, 5.27], [3.42, 1.41, 4.53], [3.47, 1.21, 3.22], [3.26, 0.11, 2.68], [3.80, 2.31, 2.57], [4.01, 2.00, 1.19], [4.71, -1.22, 6.00], [5.49, 0.21, 5.54], [5.01, -0.85, 4.31], [3.15, 0.60, 6.27], [2.45, -0.33, 4.91], [4.39, 2.90, 0.75], [3.03, 1.75, 0.64], [4.77, 1.18, 1.21], [0.99, -3.71, -2.74], [2.41, -3.92, -2.41], [2.57, -4.25, -1.02], [3.07, -3.33, -0.24], [3.46, -2.23, -0.61], [3.17, -3.78, 1.02], [3.73, -2.80, 1.94], [0.80, -3.48, -3.78], [0.62, -2.86, -2.12], [0.44, -4.63, -2.38], [2.99, -3.01, -2.64], [2.81, -4.78, -2.96], [4.65, -2.34, 1.52], [3.91, -3.33, 2.86], [2.99, -2.03, 2.05]]
}